[1]
A structure of composition C6H12O. Source: the OMol25 dataset; level of theory: wB97M-V/def2-TZVPD.

Results
Net charge ... 0
E ... -8457.9589 eV
Energy relative to the best compared isomer or geometry (same formula, charge and spin) ... 6.395 eV
Frontier orbital gap ... 8.57 eV

Atoms and positions in Å:
C -1.97 -1.05 -0.40
C -0.89 0.01 -0.16
C -1.38 1.12 0.78
C 0.34 -0.64 0.44
O 1.20 -1.38 -0.48
C 1.66 -0.23 0.04
C 2.42 0.87 -0.40
H -2.85 -0.60 -0.87
H -1.60 -1.84 -1.07
H -2.29 -1.51 0.54
H -0.59 0.45 -1.12
H -1.65 0.72 1.76
H -2.27 1.60 0.36
H -0.61 1.88 0.92
H 0.22 -1.13 1.41
H 2.53 -0.88 1.30
H 3.16 0.70 -1.17
H 2.78 0.06 0.78
H 2.00 1.86 -0.25

[2]
A cluster of 2 separate species, C6H12O in total at a distorted geometry. Source: the OMol25 dataset; level of theory: wB97M-V/def2-TZVPD.

Results
Net charge ... 0
E ... -8462.5944 eV
SMILES ... C=C/C(C)=C/C.O
Energy relative to the best compared isomer or geometry (same formula, charge and spin) ... 1.759 eV
Frontier orbital gap ... 9.34 eV

Atoms and positions in Å:
C 0.75 -1.77 1.22
C 0.78 -1.77 -0.11
C 0.91 -0.55 -0.93
C 0.14 -0.51 -2.22
C 1.60 0.51 -0.53
C 1.42 1.91 -1.05
H 1.00 -0.90 1.81
H 0.47 -2.72 1.68
H 0.62 -2.68 -0.68
H -0.47 -1.42 -2.30
H 0.73 -0.40 -3.12
H -0.59 0.30 -2.21
H 2.26 0.42 0.33
H 0.42 2.26 -0.75
H 1.60 2.08 -2.12
H 2.07 2.60 -0.52
O -4.71 0.57 3.66
H -4.31 1.32 3.22
H -4.70 0.71 4.62

[3]
An isolated molecule of C6H14O. Source: the OMol25 dataset; level of theory: wB97M-V/def2-TZVPD.

Results
Net charge ... 0
E ... -8496.3033 eV
SMILES ... COCC(C)(C)C
Energy relative to the best compared isomer or geometry (same formula, charge and spin) ... 0.589 eV
Frontier orbital gap ... 10.67 eV

Atoms and positions in Å:
C -0.39 0.18 2.83
O 0.35 0.04 1.65
C -0.35 -0.60 0.61
C 0.12 -0.06 -0.74
C -0.60 -0.82 -1.86
C -0.22 1.43 -0.82
C 1.64 -0.25 -0.86
H -0.77 -0.78 3.20
H -1.24 0.86 2.68
H 0.28 0.61 3.58
H -1.44 -0.41 0.71
H -0.20 -1.69 0.66
H -0.35 -1.89 -1.83
H -0.30 -0.44 -2.84
H -1.68 -0.71 -1.78
H 0.24 1.98 0.01
H -1.31 1.58 -0.76
H 0.13 1.87 -1.76
H 2.16 0.25 -0.04
H 2.01 0.17 -1.81
H 1.91 -1.31 -0.83

[4]
A cluster of 2 separate species, C2H4ClOP in total at a distorted geometry. Source: the OMol25 dataset; level of theory: wB97M-V/def2-TZVPD.

Results
Net charge ... 0
E ... -25994.3225 eV
Energy relative to the best compared isomer or geometry (same formula, charge and spin) ... 3.601 eV
Frontier orbital gap (alpha / beta) ... 6.97 / 4.20 eV

Atoms and positions in Å:
C -0.69 0.20 1.18
C 0.24 0.23 0.12
O 2.39 0.62 -1.05
P 1.77 0.96 0.39
Cl -3.44 0.62 -0.38
H -0.49 0.47 2.25
H -1.62 -0.19 1.05
H -0.16 -0.28 -0.75
H 1.70 0.10 -1.46

[5]
A cluster of 6 separate species, C18H18F6O18 in total at a distorted geometry. Source: the OMol25 dataset; level of theory: wB97M-V/def2-TZVPD.

Results
Net charge ... 0
E ... -72116.2106 eV
SMILES ... O=C1OC[C@@H](F)O1.O=C1OC[C@@H](F)O1.O=C1OC[C@@H](F)O1.O=C1OC[C@@H](F)O1.O=C1OC[C@@H](F)O1.O=C1OC[C@@H](F)O1
Energy relative to the best compared isomer or geometry (same formula, charge and spin) ... 2.998 eV
Frontier orbital gap ... 10.43 eV

Atoms and positions in Å:
O 17.66 -6.20 -2.79
C 17.25 -5.58 -3.76
O 17.89 -4.54 -4.24
C 17.72 -4.56 -5.60
C 16.26 -5.18 -5.73
F 16.05 -5.80 -6.91
O 16.30 -6.02 -4.56
H 17.89 -3.57 -6.02
H 18.43 -5.29 -5.98
H 15.55 -4.35 -5.65
O 17.06 -2.56 -9.08
C 16.15 -1.98 -8.50
O 15.16 -2.51 -7.82
C 14.10 -1.50 -7.65
C 15.00 -0.26 -7.55
F 15.32 0.03 -6.32
O 16.17 -0.62 -8.33
H 13.34 -1.31 -8.40
H 13.49 -1.67 -6.75
H 14.37 0.53 -7.95
O 10.97 -0.13 -6.97
C 10.89 1.03 -7.43
O 11.84 1.59 -8.13
C 11.46 2.91 -8.59
C 9.98 2.98 -8.09
F 9.06 2.98 -9.16
O 9.80 1.84 -7.26
H 12.04 3.72 -8.16
H 11.62 2.97 -9.67
H 9.76 3.77 -7.37
O 10.56 0.51 -10.56
C 11.50 0.23 -11.29
O 12.75 -0.17 -10.93
C 13.55 -0.45 -12.00
C 12.58 -0.41 -13.16
F 12.30 -1.64 -13.67
O 11.48 0.19 -12.60
H 14.34 0.30 -11.98
H 13.96 -1.45 -11.87
H 12.97 0.14 -14.02
O 15.33 -2.40 -3.92
C 14.11 -2.65 -4.03
O 13.14 -1.74 -4.16
C 11.91 -2.34 -4.23
C 12.32 -3.86 -4.38
F 12.38 -4.10 -5.62
O 13.57 -3.85 -3.82
H 11.30 -2.14 -3.36
H 11.29 -2.01 -5.07
H 11.77 -4.64 -3.85
O 20.22 -5.05 -12.39
C 20.14 -4.82 -11.21
O 19.22 -4.10 -10.62
C 19.56 -3.95 -9.30
C 20.52 -5.06 -9.01
F 19.90 -6.09 -8.39
O 20.94 -5.47 -10.30
H 20.07 -3.02 -9.04
H 18.59 -4.18 -8.87
H 21.42 -4.67 -8.54

[6]
A structure of composition C42H30BrF4P3RhS4. Source: the OMol25 dataset; level of theory: wB97M-V/def2-TZVPD.

Results
Net charge ... +1
E ... -199165.9982 eV
Energy relative to the best compared isomer or geometry (same formula, charge and spin) ... 1.873 eV
Frontier orbital gap ... 6.66 eV

Atoms and positions in Å:
Rh 1.35 1.94 0.34
F 7.33 5.33 1.66
C 6.44 4.37 1.48
C 6.82 3.04 1.62
F 8.07 2.74 1.95
C 5.88 2.04 1.43
F 6.29 0.78 1.59
C 4.57 2.32 1.09
P 3.33 1.00 0.78
C 4.04 0.04 -0.59
C 4.99 -0.96 -0.43
C 5.50 -1.63 -1.53
C 5.06 -1.30 -2.81
C 4.11 -0.30 -2.98
C 3.60 0.36 -1.87
C 3.41 -0.06 2.25
C 3.67 0.51 3.50
C 3.63 -0.28 4.64
C 3.33 -1.63 4.54
C 3.06 -2.19 3.30
C 3.09 -1.41 2.16
C 4.22 3.65 0.96
Br 2.45 4.16 0.51
C 5.13 4.67 1.14
F 4.78 5.95 1.01
H 5.35 -1.23 0.56
H 6.24 -2.41 -1.40
H 5.46 -1.82 -3.67
H 3.77 -0.04 -3.97
H 2.83 1.12 -2.00
H 3.89 1.56 3.59
H 3.84 0.16 5.60
H 3.32 -2.25 5.43
H 2.82 -3.25 3.22
H 2.87 -1.86 1.20
S -1.45 -0.15 0.34
P -1.95 1.72 -0.63
S -0.81 3.01 0.33
C -3.69 2.04 -0.29
C -4.04 3.22 0.36
C -5.38 3.52 0.57
C -6.36 2.65 0.13
C -6.01 1.47 -0.52
C -4.67 1.16 -0.74
C -1.77 1.62 -2.41
C -2.44 2.61 -3.15
C -2.32 2.62 -4.52
C -1.55 1.66 -5.17
C -0.90 0.68 -4.43
C -1.00 0.67 -3.05
H -3.27 3.90 0.72
H -5.65 4.44 1.07
H -7.40 2.88 0.29
H -6.78 0.79 -0.87
H -4.41 0.26 -1.27
H -3.04 3.36 -2.65
H -2.83 3.39 -5.10
H -1.47 1.67 -6.25
H -0.30 -0.07 -4.93
H -0.46 -0.08 -2.48
S -0.59 -2.74 -1.91
P -1.80 -2.27 -0.53
S 0.61 -0.14 0.01
C -1.62 -3.08 1.07
C -0.90 -2.59 2.16
C -0.81 -3.35 3.32
C -1.43 -4.59 3.39
C -2.14 -5.09 2.30
C -2.24 -4.33 1.15
C -3.55 -2.21 -0.91
C -4.49 -2.15 0.12
C -5.84 -2.09 -0.19
C -6.24 -2.08 -1.52
C -5.30 -2.11 -2.54
C -3.95 -2.18 -2.24
H -0.39 -1.64 2.11
H -0.25 -2.97 4.16
H -1.36 -5.18 4.30
H -2.61 -6.06 2.35
H -2.79 -4.73 0.30
H -4.17 -2.17 1.16
H -6.57 -2.06 0.61
H -7.30 -2.04 -1.76
H -5.63 -2.10 -3.57
H -3.21 -2.23 -3.03

[7]
A structure of composition C19H35NO2P2Pd at a distorted geometry. Source: the OMol25 dataset; level of theory: wB97M-V/def2-TZVPD.

Results
Spin multiplicity ... 3
Net charge ... 0
E ... -47904.7258 eV
Energy relative to the best compared isomer or geometry (same formula, charge and spin) ... 0.000 eV
⟨S²⟩ ... 2.007
Frontier orbital gap (alpha / beta) ... 4.20 / 4.76 eV

Atoms and positions in Å:
P -0.69 2.99 0.20
P 2.45 0.76 -1.10
C 1.11 3.22 -0.01
C 1.91 2.52 -1.14
H 1.61 3.08 0.97
H 1.18 4.30 -0.20
H 1.42 2.69 -2.12
H 2.88 3.05 -1.20
C 3.94 0.81 -0.07
H 4.30 -0.20 0.15
H 3.77 1.32 0.89
H 4.71 1.35 -0.62
C 3.05 0.41 -2.76
H 4.02 0.91 -2.90
H 2.33 0.80 -3.50
H 3.17 -0.67 -2.91
C -1.05 4.02 1.65
H -2.06 3.80 2.03
H -0.99 5.08 1.36
H -0.32 3.83 2.45
C -1.66 3.71 -1.13
H -1.30 3.38 -2.12
H -1.59 4.80 -1.07
H -2.71 3.41 -1.02
Pd -3.13 -2.22 -1.17
C 1.61 -0.75 -0.55
C 1.51 -0.89 0.89
C 1.45 0.27 1.75
C 0.06 0.47 2.43
C -0.86 1.26 1.62
C -1.08 1.28 0.17
C -0.56 0.57 -1.17
C 0.14 -0.77 -1.15
C -4.12 -1.69 0.45
H 2.14 -1.61 -1.01
H 1.08 -1.81 1.27
H 1.63 1.18 1.14
H 2.24 0.20 2.51
H -0.40 -0.50 2.67
H 0.22 0.98 3.39
H -1.76 1.58 2.17
H -2.19 1.22 0.04
H 0.02 1.29 -1.78
H -1.47 0.41 -1.77
H -0.50 -1.48 -0.60
H 0.14 -1.17 -2.18
H -4.95 -2.41 0.54
H -4.47 -0.67 0.25
H -3.44 -1.74 1.32
O -2.18 -4.19 -2.10
C -1.62 -4.34 -0.98
C -1.08 -5.59 -0.31
C -0.84 -5.14 1.12
C -1.19 -3.66 1.15
O -1.16 -2.92 2.14
N -1.52 -3.28 -0.14
H -1.79 -6.42 -0.39
H -0.15 -5.89 -0.81
H -1.47 -5.69 1.83
H 0.21 -5.28 1.42

Question: Which value of net charge does entry 1 give?
Answer: 0

Question: The lowest energy relative to the best compared isomer or geometry (same formula, charge and spin) belongs to which entry?
Answer: C19H35NO2P2Pd